Entry 1:
C54H45AsF3FeOP2 as an isolated structure in a non-equilibrium geometry. Source: OMol25; level of theory: ωB97M-V/def2-TZVPD.

Geometry as XYZ:
```
107
Properties=species:S:1:pos:R:3
H -27.9713 -4.7246 -2.8350
C -27.4028 0.8282 -3.0213
H -22.7700 -3.6498 0.7724
H -23.7208 2.8713 -2.5378
As -20.5485 -1.1556 -3.6868
F -27.9372 -6.0924 -0.1993
C -22.7265 3.0833 -2.9409
H -22.4476 4.5878 -1.4552
C -24.2282 -0.7544 -8.5649
H -22.6279 -3.2519 -1.6459
H -17.5978 -0.4111 -11.1438
C -21.7010 -3.2986 -1.0520
C -23.0357 -2.5076 -9.6501
H -23.7517 4.1580 -9.8595
C -23.3822 2.1391 -6.5521
H -18.9080 0.7542 -3.9670
H -18.4279 -0.5828 -5.0123
C -23.5325 4.2529 -7.7124
C -22.6491 -4.4320 -7.1099
C -20.9645 -0.2358 -2.0141
C -25.2531 -0.8475 -9.5138
C -26.9000 -4.8585 -2.7648
H -20.7853 -3.4191 2.2588
H -19.4084 -3.4923 -6.5963
C -21.9545 4.0617 -2.2751
H -20.4721 2.0560 -5.2247
C -27.2370 -6.7473 -1.1840
C -20.2640 -4.1761 -6.7282
H -25.7074 2.8106 -5.2317
C -20.6888 -3.3802 1.1700
H -23.5155 5.3467 -7.6402
Fe -22.0467 -0.9341 -5.2829
H -18.5311 -3.1365 1.1952
C -20.2157 -3.0263 -3.0800
C -24.0170 -2.5732 -10.6586
H -18.3081 -3.0615 -1.2215
C -20.4253 -3.1932 -1.6307
C -26.3726 -0.0635 -2.7084
H -24.3057 -0.6017 -2.9568
H -18.3561 -2.8115 -10.9072
H -26.0548 -0.1343 -9.4163
C -23.7773 1.5067 -7.7401
C -26.0757 -4.0046 -3.4886
H -27.8859 2.6203 -4.1236
C -20.1003 3.5383 -3.6833
H -25.9611 -1.8286 -11.2857
C -18.3245 -0.6909 -10.3757
H -19.1507 -5.9341 -6.3548
H -21.1516 -7.4749 -6.6579
H -23.6132 -3.9838 -7.3260
C -19.7978 -0.1047 -8.5396
C -27.1144 1.8782 -3.8861
C -23.7940 2.1727 -8.9493
C -23.3476 3.5279 -6.5474
C -23.7119 3.5715 -8.9251
C -18.7221 -2.0416 -10.2250
H -21.0599 0.8310 -2.2084
P -23.1714 1.1636 -5.0487
H -23.1618 4.0781 -5.6347
H -19.0440 3.6224 -3.9485
H -23.9826 1.6523 -9.8859
O -24.3974 0.2577 -7.6223
C -22.2167 2.3833 -4.0315
C -21.5088 -3.6107 -7.0822
H -19.1838 -3.1795 -3.4029
H -18.6051 1.3247 -9.5243
H -21.9103 -0.6252 -1.5878
H -20.0372 5.0829 -2.1316
H -23.8716 -3.2912 -11.4747
H -20.2346 0.6250 -7.8583
H -22.2046 -3.2017 -9.6943
C -25.0101 -6.0137 -1.9594
H -26.5586 -0.8857 -2.0092
H -18.0414 -0.6515 -3.2619
C -26.3855 -5.8439 -1.9544
H -20.1274 -0.3439 -1.3151
C -24.2157 -5.1633 -2.7024
C -21.8026 -3.4640 0.3262
C -25.0918 0.0702 -3.2791
C -22.5181 -5.8170 -7.0162
C -19.6427 -2.3980 -9.2527
H -20.9157 -3.5994 -3.7021
F -26.5103 -7.7428 -0.5806
C -23.0651 -2.2661 -4.4946
F -28.1520 -7.3562 -2.0210
C -18.7899 -0.3297 -4.0023
C -19.4302 -3.1965 0.5830
C -18.8644 0.2722 -9.4943
C -23.1115 -1.6249 -8.5669
H -23.1391 -5.3040 -2.6242
H -28.4034 0.7430 -2.5699
C -20.8759 2.6093 -4.3908
H -24.4999 -6.7559 -1.3738
C -25.8524 1.9967 -4.5148
C -20.6275 4.3208 -2.6591
C -19.3091 -3.1680 -0.7986
C -24.8490 1.0643 -4.2377
C -25.1516 -1.7627 -10.5615
H -26.5378 -3.2454 -4.1072
C -20.2599 -1.4275 -8.4288
H -19.9134 -3.4499 -9.1687
C -23.8000 -3.1300 -4.0103
H -23.3975 -6.4486 -7.1719
C -24.6849 -4.0700 -3.4321
P -21.7208 -1.8201 -7.3904
C -21.2584 -6.3922 -6.7576
C -20.1461 -5.5677 -6.5921
```

Output
- Relative energy (zero: lowest compared OMol25 entry of this formula, charge and spin): 0.0000 eV
- HOMO-LUMO gap (alpha / beta): 8.492 / 7.555 eV
- Charge: +1
- LUMO level (alpha / beta): -0.07653 / -0.11850 Eh
- F_max: 3.84 eV Å⁻¹
- Multiplicity: 5

***

Entry 2:
C54H45BrCl2CsF3N5O3S4Sb as an isolated structure in a non-equilibrium geometry. Source: OMol25; level of theory: ωB97M-V/def2-TZVPD.

Geometry as XYZ:
```
119
Properties=species:S:1:pos:R:3
H -0.3546 3.3860 -8.4096
H 4.7530 -6.6622 4.2996
N -2.7054 2.9672 1.1016
C -2.1070 6.2109 2.8152
H -5.8660 2.3460 -0.0933
C 1.6972 -6.4821 2.7931
H -6.1366 4.7381 0.6818
H 0.4305 -6.1650 -0.0691
H -4.9673 -0.2258 -5.4969
H -2.5713 -5.9705 -3.1323
C -2.9563 4.1633 1.7220
O 1.5973 -0.9612 3.1555
C -5.8941 0.3093 -3.7361
C 0.7372 2.2197 4.7636
C 5.0397 -4.1437 -0.7130
C -4.3641 6.1480 1.8383
C -0.3488 -5.6258 -0.5601
Cl 2.5466 4.3545 -0.8119
C 5.4411 -0.9095 1.9140
C 1.8051 3.9607 -8.6217
H 3.1289 4.5861 -3.0957
H 3.5736 -2.6152 4.2140
C 4.2557 -1.8875 3.7821
C 4.7802 -0.9705 4.6614
H 2.2244 2.0323 7.9066
C 1.7823 -5.2328 2.1984
H -3.4459 7.8671 2.7723
H 0.6935 -1.2696 3.2737
H -5.3491 6.6255 1.6397
S 2.5922 2.2731 -4.7669
C -0.6181 -4.2229 -0.2736
H -3.3335 -2.3561 1.9244
C 6.1536 -0.0956 2.8244
Sb 2.9595 -2.6661 1.1259
C 4.0573 -3.1739 -0.6670
C 2.0849 2.7124 -6.3309
C 2.7618 -6.9462 3.5631
C 0.6747 3.7321 4.7297
H -8.4334 -0.6553 -1.7496
H 1.5306 0.0090 3.3887
C 4.2628 -2.8130 -3.0871
Br 2.2441 4.8534 8.3918
C -7.9099 -0.0216 -2.4232
C -2.3706 -2.5760 1.4701
H -3.5496 1.3002 0.2016
C -4.2052 4.8238 1.4419
C -1.8988 -3.6972 -0.7211
S -0.9588 0.0331 -2.0438
C -6.2923 1.6230 -3.9722
H 0.3749 5.6244 3.6713
C -7.5361 2.0768 -3.4575
C -2.4939 -2.5282 -0.0247
C -3.7676 2.3296 0.5010
H -7.8216 3.1262 -3.5957
H 0.1363 1.9761 -6.4028
N 0.8432 2.4985 -6.9217
C -2.4668 -4.2399 -1.8564
C 5.2922 -3.7906 -3.1161
C 1.1343 4.4655 5.8411
C 0.6410 2.9681 -8.2433
C -4.7675 -0.4011 -4.4527
C -5.2333 4.1519 0.8304
H 1.0170 -4.8251 1.5428
H -4.7766 -1.4660 -4.3457
H 3.9520 -2.3105 -4.0112
C 1.6207 3.8932 6.9661
C -1.9400 4.8050 2.5205
H 5.5655 -0.8548 0.8487
H -6.4047 -1.5282 -2.8152
H 6.4376 -5.2871 -1.8857
C -3.3422 6.8288 2.4714
O 0.1972 -3.4909 0.3484
F 6.2084 0.9537 4.9734
C 5.7008 -4.4404 -1.8939
H -5.6047 2.3664 -4.4476
C -2.0385 -5.4711 -2.3047
S -3.0863 0.2059 -4.0635
H 6.9415 0.5249 2.4609
H 0.6864 2.0952 -8.8864
H 3.3224 6.0967 -2.1223
Cl 5.2018 4.7402 -1.9235
H 1.4934 4.9942 -8.5245
H 2.1741 3.8487 -9.6562
H -9.3447 1.6314 -2.4328
C -5.0417 2.8853 0.4158
C 5.7718 -0.0941 4.1452
C 4.0718 -5.0511 2.9042
C 1.7210 2.4745 7.0351
H 5.0084 -4.4915 2.9948
H 4.4575 -0.9236 5.7315
C 3.6786 -2.5448 -1.8380
H 0.7892 -7.0443 2.7167
C 3.9816 -6.2654 3.6504
C 2.9980 -4.5650 2.1904
F 5.8747 -4.2562 -4.2722
N -3.2936 -1.4410 -1.9188
C -6.7048 -0.5025 -2.9313
C 4.4624 -1.7723 2.3990
C 1.3428 1.6520 5.9744
O 0.3642 1.4527 3.8048
C 3.4947 4.9960 -2.1453
C 0.0448 4.5348 3.7568
S 3.1445 3.5833 -7.4786
C -1.0864 -6.2095 -1.5742
N -0.8454 4.0399 2.9056
H -1.2926 6.6971 3.3334
N -3.1572 -1.5517 -0.5872
H -3.2258 -3.6518 -2.3793
H -0.8809 -7.2291 -1.7871
H 5.1320 -4.7818 0.1959
H 2.9453 -1.7432 -1.8318
C -2.4690 -0.5258 -2.5084
H 1.4594 0.5705 5.9917
C -8.3644 1.2477 -2.7501
H -1.5990 -1.8345 1.8566
H -2.0630 -3.6219 1.8363
H 1.0780 5.5354 5.7533
Cs 0.0769 2.1490 0.9443
F 2.6390 -8.2140 4.0551
```

Output
- Relative energy (zero: lowest compared OMol25 entry of this formula, charge and spin): 3.6286 eV
- HOMO-LUMO gap: 4.183 eV
- Charge: -2
- LUMO level: 0.10090 Eh
- F_max: 4.46 eV Å⁻¹